Computed, not measured: a structure of composition C29H33F9MnN2O7P3S in a non-equilibrium geometry, with ωB97M-V/def2-TZVPD.

Summary:
Gap between HOMO and LUMO (spin up / spin down) = 6.696 / 6.378 eV
Expectation value of S² = 6.075
HOMO energy (spin up / spin down) = -13.08 / -14.74 eV

```
! wB97M-V def2-TZVPD RIJCOSX def2/J DEFGRID3
* xyz 2 5
Mn -1.361 -1.037 0.468
C -2.129 0.334 3.022
C -2.516 1.295 1.891
N -2.603 0.583 0.593
C -3.989 0.191 0.257
C -4.479 -0.936 1.149
S -3.239 -2.295 1.097
C -2.839 -2.600 2.856
C -1.484 -2.003 3.229
N -1.236 -0.735 2.510
H -3.015 -0.132 3.450
H -1.635 0.896 3.818
H -1.751 2.066 1.812
H -3.468 1.781 2.128
H -2.335 1.254 -0.138
H -4.001 -0.147 -0.784
H -4.658 1.057 0.348
H -5.415 -1.335 0.761
H -4.639 -0.625 2.178
H -2.805 -3.684 2.964
H -3.664 -2.229 3.460
H -0.697 -2.708 2.954
H -1.434 -1.848 4.314
H -0.273 -0.469 2.740
C -0.920 -5.042 -2.192
C -0.513 -3.602 -2.135
O 0.400 -3.235 -3.102
P -2.005 -2.369 -2.266
O -1.042 0.788 -2.885
O -3.229 -3.179 -1.572
O -1.774 -1.230 -1.333
P 0.371 -3.161 -0.514
O 1.171 -1.833 -0.977
O 1.269 -4.258 -0.182
O -0.589 -2.690 0.551
H -1.376 -5.306 -3.149
H -1.606 -5.287 -1.383
H -0.022 -5.654 -2.069
H 0.576 -3.960 -3.720
H -1.093 1.423 -3.613
H -3.687 -3.825 -2.117
H 2.012 -2.070 -1.381
F 4.048 0.738 -5.655
C 2.750 1.042 -5.750
F 2.202 0.176 -6.610
F 2.661 2.260 -6.293
C 2.079 0.995 -4.393
C 2.686 1.683 -3.321
C 2.166 1.550 -2.034
C 1.077 0.763 -1.759
C 0.263 0.197 -2.895
C 0.921 0.313 -4.225
P 0.491 0.469 -0.042
C 0.178 2.228 0.408
C -0.543 3.001 -0.503
C -0.875 4.313 -0.216
C -0.488 4.856 1.002
C 0.254 4.110 1.909
C 0.576 2.795 1.618
C -0.882 6.263 1.387
F -1.811 6.765 0.571
F 0.163 7.091 1.373
F -1.393 6.275 2.630
C 1.990 0.088 0.967
C 2.049 -1.124 1.657
C 3.191 -1.502 2.340
C 4.306 -0.676 2.316
C 4.249 0.556 1.679
C 3.086 0.950 1.039
C 5.585 -1.102 3.002
F 6.656 -0.659 2.342
F 5.680 -2.430 3.091
F 5.652 -0.610 4.248
H 3.552 2.303 -3.487
H 2.671 2.072 -1.241
H 0.090 -0.874 -2.722
H 0.429 -0.167 -5.058
H -0.847 2.563 -1.443
H -1.438 4.908 -0.918
H 0.558 4.553 2.845
H 1.131 2.211 2.336
H 1.221 -1.821 1.626
H 3.220 -2.445 2.861
H 5.113 1.202 1.680
H 3.049 1.933 0.600
*
```


Computed, not measured: a structure of composition C29H34BF4N4Ti in a non-equilibrium geometry, with ωB97M-V/def2-TZVPD.

Summary:
Gap between HOMO and LUMO (spin up / spin down) = 7.299 / 7.380 eV
Energy relative to the best compared isomer or geometry (same formula, charge and spin) = 30.6 kcal/mol
Expectation value of S² = 0.753
HOMO energy (spin up / spin down) = -7.50 / -7.52 eV

```
! wB97M-V def2-TZVPD RIJCOSX def2/J DEFGRID3
* xyz 0 2
Ti 8.219 13.717 9.500
C 11.831 11.778 8.540
C 10.700 10.886 8.978
C 10.017 11.214 10.310
N 8.614 11.788 10.283
C 7.624 10.945 10.381
C 7.831 9.556 10.372
C 7.008 8.561 10.822
C 5.709 8.655 11.263
C 4.926 9.759 11.332
C 5.231 11.041 10.967
C 6.330 11.604 10.326
N 6.416 12.785 9.771
C 5.275 13.667 9.876
C 5.352 14.464 11.116
C 6.298 15.653 11.023
N 7.671 15.177 10.853
C 8.679 15.951 11.307
C 8.535 17.294 11.668
C 9.308 18.052 12.520
C 10.555 17.791 13.074
C 11.422 16.766 12.762
C 11.178 15.807 11.836
C 10.038 15.366 11.099
N 10.130 14.447 10.189
C 11.473 14.106 9.689
C 11.568 13.315 8.350
H 12.691 11.711 9.209
H 12.164 11.372 7.596
H 9.938 10.960 8.168
H 11.123 9.912 8.983
H 10.037 10.359 11.015
H 10.653 11.908 10.799
H 8.753 9.258 9.938
H 7.331 7.558 10.740
H 5.305 7.747 11.839
H 3.930 9.692 11.745
H 4.374 11.707 11.000
H 5.239 14.273 8.979
H 4.316 13.141 9.779
H 4.409 14.878 11.301
H 5.632 13.743 11.900
H 5.958 16.327 10.163
H 6.110 16.176 12.001
H 7.579 17.737 11.389
H 8.884 18.998 12.866
H 10.892 18.481 13.843
H 12.384 16.701 13.182
H 11.959 15.120 11.662
H 11.911 15.048 9.506
H 12.111 13.586 10.431
H 10.661 13.458 7.744
H 12.390 13.716 7.792
C 6.004 9.376 6.681
C 7.321 9.306 6.032
C 7.725 10.271 5.101
C 9.053 10.268 4.601
C 9.971 9.333 5.039
C 9.570 8.356 5.958
C 8.207 8.306 6.345
H 6.169 9.088 7.775
H 5.250 8.761 6.197
H 5.582 10.396 6.642
H 7.156 11.120 4.820
H 9.242 10.954 3.805
H 10.976 9.442 4.700
H 10.158 7.599 6.423
H 7.853 7.500 7.031
F 8.534 13.008 7.604
B 7.572 13.814 6.759
F 7.502 14.926 7.638
F 8.173 14.051 5.602
F 6.355 13.214 6.555
*
```